a | ORCA calculation (the ωB97M-V functional and the def2-TZVPD basis) on an isolated ion of composition C3H10NOS and charge +1.

The gap between HOMO and LUMO is 10.03 eV.

ORCA input file:
```
! RIJCOSX wB97M-V def2-TZVPD def2/J DEFGRID3
* xyz 1 1
N 0.3597 -0.3962 1.7158
H -0.8397 -1.0494 -2.7003
O -0.1424 -0.6207 -2.1853
C 0.1981 -0.0320 0.1232
C -0.6558 -0.9111 -0.8718
H 0.7217 -1.3163 1.7829
C -0.3634 1.4173 0.2359
S 2.0068 0.0900 -0.2816
H -0.3917 -1.8907 -0.6340
H 1.7950 0.2035 -1.5994
H -1.2155 1.6184 0.7502
H -0.4776 -0.4165 2.2549
H -1.7310 -0.7019 -0.6206
H 1.0215 0.2736 2.1305
H -0.6512 1.7020 -0.6744
H 0.3655 2.0299 0.5740
*
```

=====

b | ORCA calculation (the ωB97M-V functional and the def2-TZVPD basis) on an isolated ion of composition C3H10NOS and charge +1.

The gap between HOMO and LUMO is 9.68 eV.

ORCA input file:
```
! RIJCOSX wB97M-V def2-TZVPD def2/J DEFGRID3
* xyz 1 1
H 1.0570 -2.5345 0.9860
H -0.3918 0.6601 -2.2278
O 0.5091 -1.7604 1.2173
H 0.1217 1.8566 1.3179
H -1.7406 1.0302 -0.9982
H 1.7725 -0.5333 -1.2115
H -0.3944 2.0818 -1.1561
H 0.2346 -1.7206 -0.8199
C 0.0205 0.2609 -0.1407
H -1.2372 -1.5712 0.1572
S 2.1434 0.2772 -0.3303
C -0.6257 1.0502 -1.2302
H -1.2556 0.9241 1.4418
C -0.2039 -1.2581 0.0392
N -0.2290 0.9041 1.1537
H 0.2194 0.3328 1.8016
*
```

=====

It is a that is the least stable of them.

=====

a | ORCA calculation (the ωB97M-V functional and the def2-TZVPD basis) on a 2-piece molecular cluster, C5H17N2O overall.

The gap between HOMO and LUMO is 9.94 eV.

ORCA input file:
```
! RIJCOSX wB97M-V def2-TZVPD def2/J DEFGRID3
* xyz 1 1
C -1.5400 -0.1024 1.9277
C -1.1123 -0.6340 0.5769
H 0.8086 -1.1060 -0.3599
H -1.3249 -1.6970 0.4500
H 1.5206 0.5522 -1.7355
H 1.8221 1.0165 1.1290
H -1.7091 -0.3217 -1.4884
H 0.3481 -2.0622 1.9860
H 2.5535 1.5640 -1.0304
H -1.5064 0.9935 1.8737
H 1.5321 -0.9282 2.3068
H -2.4939 -0.5526 2.2407
H -0.8913 -0.2620 2.7813
N 2.0756 0.6795 -0.8983
N 1.0427 -1.4405 1.5703
H 1.7761 -1.9517 1.0788
O -0.3118 0.9402 -2.8991
C -1.7882 0.1812 -0.5383
C 0.3993 -0.5253 0.4818
C 1.2130 0.7727 0.2670
H 0.5404 1.6307 0.2944
H -1.2691 1.1238 -0.6298
H -1.2093 0.5806 -2.9481
H 0.0200 0.7462 -3.7895
H -2.8529 0.2708 -0.3209
*
```

=====

b | ORCA calculation (the ωB97M-V functional and the def2-TZVPD basis) on a 2-piece molecular cluster, C5H17N2O overall.

The gap between HOMO and LUMO is 9.07 eV.

ORCA input file:
```
! RIJCOSX wB97M-V def2-TZVPD def2/J DEFGRID3
* xyz 1 1
H -1.8136 -1.6611 0.3772
C -1.1276 0.4501 0.4430
H -2.8042 -0.6021 1.3141
C 0.9509 0.6502 -2.4849
H 0.5465 -2.4168 3.0983
C 0.2332 0.0696 -0.1192
H -0.1365 1.5984 1.8709
H 0.9406 -0.3425 0.5996
H -1.5666 1.3444 0.0056
H 1.9582 1.2629 -0.6412
H -0.1046 0.5008 -2.7338
C -2.1778 -0.6279 0.4182
O 0.3078 -1.6065 2.6669
N 1.7603 -0.5129 -2.6085
H 1.2316 1.5421 -3.0706
H -1.7351 1.0366 2.4392
H 0.1879 -0.8675 -0.7026
H -2.8042 -0.6296 -0.4711
H 2.6969 -0.4530 -2.2778
H -0.4165 0.1802 2.4928
C 0.9377 1.1160 -1.0061
H 1.6454 -0.9671 -3.4882
N -0.8813 0.9036 1.8962
H 0.5194 2.1234 -0.9092
H 0.0193 -2.0005 1.8501
*
```

=====

It is a that is the least stable of them.

=====

a | ORCA calculation (the ωB97M-V functional and the def2-TZVPD basis) on a 2-piece molecular cluster, C5H17N2O overall.

The gap between HOMO and LUMO is 11.33 eV.

ORCA input file:
```
! RIJCOSX wB97M-V def2-TZVPD def2/J DEFGRID3
* xyz 1 1
C 0.4503 1.2952 -0.0013
N 0.9463 -0.0510 -0.4093
O 5.3410 0.1780 -1.2590
H -2.3890 0.3692 -1.4272
C -1.0158 -2.2595 1.4501
H -2.8796 1.5266 -0.3024
H -1.7926 -2.9728 1.2175
H -1.0709 -1.7583 2.3905
H -0.6114 1.7253 -1.8446
H 5.2999 0.5506 -0.3763
H -2.8569 -0.5709 1.0354
H 1.2493 2.0142 -0.1355
H -1.4335 -1.6920 -0.4444
H -0.0745 -0.8153 0.1247
C -2.0420 0.8427 -0.5231
N -1.0244 -1.2235 0.3459
H 6.2218 -0.1463 -1.4607
H 0.2306 1.2000 1.0410
H 0.8089 -0.1886 -1.4094
H -0.9291 2.7549 -0.5729
C -0.7903 1.7074 -0.7614
C -1.9738 -0.0832 0.6785
H -1.5483 0.5254 1.4745
H 1.9465 -0.1396 -0.2170
H -0.0625 -2.7886 1.3865
*
```

=====

b | ORCA calculation (the ωB97M-V functional and the def2-TZVPD basis) on a 2-piece molecular cluster, C5H17N2O overall.

The gap between HOMO and LUMO is 9.88 eV.

ORCA input file:
```
! RIJCOSX wB97M-V def2-TZVPD def2/J DEFGRID3
* xyz 1 1
C -1.2177 -0.7067 -0.8990
H -0.3094 1.9675 0.8942
H 1.5719 -0.1662 2.1455
C 0.5782 0.1172 2.5028
C -0.4926 -0.5745 1.6576
H -1.4393 -0.6195 2.2001
H 1.3229 -2.6852 -1.8584
H -0.8844 1.8886 -0.6619
C 0.9015 -1.6940 -1.7047
H 1.6910 3.2042 -1.3024
H 1.4547 -1.4191 -0.8045
H -0.9777 -2.2691 -2.0703
H 1.3163 1.8985 -1.7928
H -1.8871 1.5407 0.6255
H -2.2062 -0.8847 -0.4872
O 1.1468 2.4565 -1.0204
H -1.1333 0.0154 -1.7354
N -0.4911 -1.9186 -1.2494
H 0.6390 1.2053 2.4700
H -0.1789 -1.6196 1.6066
N -0.9350 1.4727 0.2592
H 0.4832 -0.2557 3.5220
H 1.0080 -1.0045 -2.5436
C -0.5075 0.0131 0.2643
H 0.5464 0.0378 -0.0181
*
```

=====

c | ORCA calculation (the ωB97M-V functional and the def2-TZVPD basis) on a 2-piece molecular cluster, C5H17N2O overall.

The gap between HOMO and LUMO is 10.16 eV.

ORCA input file:
```
! RIJCOSX wB97M-V def2-TZVPD def2/J DEFGRID3
* xyz 1 1
H -3.0564 -1.1847 -1.1754
H 1.6007 -0.0170 -0.0952
H 3.1911 0.0760 1.6305
H 0.9460 -2.1736 -0.2280
C -0.5749 -1.3394 -1.3783
H -2.9911 0.3666 -0.2851
H 0.4217 3.6102 -0.7517
H -3.2965 0.3906 -1.9762
C 1.0531 -0.2187 1.9162
H -0.4551 -1.9125 0.7651
H 1.0936 -1.2455 2.2428
H 0.2357 0.6549 0.2494
H -0.3612 2.6238 -1.6959
N 0.7508 -0.2235 0.4344
H -1.0549 0.4663 -2.2479
C 2.3590 0.5130 2.1881
N -1.2798 -0.0595 -1.4180
H 0.2163 0.2405 2.4293
H -1.2836 -2.1635 -1.4804
O 0.0712 2.7273 -0.8481
H 2.6000 0.4143 3.2371
H 2.2745 1.5571 1.9104
C -2.7438 -0.1477 -1.2055
H 0.1289 -1.4597 -2.1879
C 0.1547 -1.4954 -0.0298
*
```

=====

It is b that is the least stable of them.

=====

a | ORCA calculation (the ωB97M-V functional and the def2-TZVPD basis) on one molecule with the formula C21H30ClN3O3S.

The gap between HOMO and LUMO is 9.52 eV.

ORCA input file:
```
! RIJCOSX wB97M-V def2-TZVPD def2/J DEFGRID3
* xyz 0 1
H -3.1296 -6.4225 3.0248
H 0.6805 5.9980 -1.0555
H 0.8661 -3.3588 -3.2254
H -0.8478 5.7362 1.5592
C 1.9253 5.5433 0.6464
H 2.8151 -0.0405 -1.0225
H 1.2924 1.2779 -2.5870
C -0.7999 -5.4850 -0.5586
H -1.2841 -1.3463 -2.3980
H -0.4500 1.1208 -2.3928
N 0.1858 4.0204 0.9086
H -0.1609 -0.5629 -0.6502
C 0.4526 -0.5348 -3.4120
C -0.6396 1.7262 0.3545
C -3.4118 -6.4385 1.9718
C 0.6634 6.1399 0.0256
C -0.2833 3.4746 3.8113
H -1.6356 3.2295 1.4138
N 0.5588 1.2407 -0.0118
H 0.7996 1.9579 2.7270
H 2.1788 6.0159 1.5994
C 0.6667 0.0996 -0.9100
H -1.0027 -2.0208 -3.9845
H -0.6348 -3.6992 -2.3894
N 0.8334 -2.8266 -1.2194
H 0.4208 4.2812 3.5964
O -1.7074 1.2775 -0.0384
H -1.2860 3.9053 3.8630
C 0.1496 -2.9579 -2.5024
O 0.6516 -2.6551 1.0233
C -0.7354 -4.2562 0.0408
O 2.3086 3.1889 1.1824
H 0.1318 -0.0754 -4.3492
C -1.7413 -6.3687 0.0290
C 0.2722 -3.1570 -0.0266
Cl 0.2357 -6.0573 -1.8192
H 2.8082 5.5791 0.0130
C 1.5378 4.1077 0.9428
C 2.0750 -2.0554 -1.1625
H -1.3004 5.1586 -0.0507
C -0.6047 2.8770 1.3667
H 0.5372 7.2017 0.2258
H 2.7698 -2.6041 -0.5242
C -2.3545 -5.8207 1.1133
C -0.2049 2.3779 2.7581
C -0.4618 5.2974 0.6320
H 2.4847 -2.0695 -2.1709
C 1.9768 -0.6204 -0.6207
C 0.4921 0.5679 -2.3539
H -3.5685 -7.4749 1.6766
H -0.0367 3.0832 4.7980
S -1.7594 -4.2476 1.4287
H -0.8883 1.5628 3.0071
H 2.0919 -0.6638 0.4611
H 1.3923 1.6640 0.3836
C -0.4957 -1.6930 -3.0730
H -1.9248 -7.3678 -0.3384
H -4.3604 -5.9093 1.8728
H 1.4559 -0.9211 -3.6099
*
```

=====

b | ORCA calculation (the ωB97M-V functional and the def2-TZVPD basis) on one molecule with the formula C21H30ClN3O3S.

The gap between HOMO and LUMO is 9.48 eV.

ORCA input file:
```
! RIJCOSX wB97M-V def2-TZVPD def2/J DEFGRID3
* xyz 0 1
Cl 6.1321 -0.3679 1.6123
O -0.6891 -0.1936 -1.7967
H -0.3435 3.3240 0.1087
C 1.7614 3.1860 -0.3608
C 2.8658 2.1910 -0.7441
C 0.1773 1.2647 0.3928
C -1.4800 0.0378 -0.8939
C 5.8033 -2.3350 -0.2898
H 0.0933 0.3424 2.3027
H -5.5828 1.5104 2.0554
O 2.0274 -1.2450 1.9724
H 3.6119 2.7026 -1.3579
C -5.5753 0.8097 1.2244
H 4.1100 2.3729 1.0079
C 5.1987 -1.3654 0.5542
H 1.7527 3.9996 -1.0891
O -3.3883 -0.0672 1.8786
H 6.8708 -2.4858 -0.3582
H 2.4534 1.3934 -1.3701
C 4.8824 -3.0500 -0.9901
C -2.8800 -0.5780 -0.9758
C -5.1023 0.6062 -1.1223
H 2.0880 0.9742 3.2487
N -3.9598 0.1680 -0.3279
H 2.0069 3.6590 0.5940
H 0.8300 0.5281 -0.0808
C -2.8014 -2.0404 -0.5219
H -5.6511 -0.2593 -1.5101
H 4.4521 0.9780 0.0105
C -4.1135 -2.7883 -0.7113
H 6.2004 -4.3110 -2.0848
C 3.6443 1.5760 0.4197
C -5.9420 1.4163 -0.1304
N -1.1878 0.7855 0.1879
H -3.1219 -0.5553 -2.0392
H -7.0046 1.3678 -0.3574
N 2.8709 0.7479 1.3362
H 0.0213 2.4363 -1.3610
H 2.2557 2.4500 2.3090
H -4.7674 1.2001 -1.9734
H -0.0888 2.0935 2.3706
H -4.9118 -2.3603 -0.1009
C -4.1834 0.2532 1.0057
H -4.0068 -3.8323 -0.4170
H -6.2228 -0.0304 1.4899
C 2.8373 -0.6071 1.3168
C 5.1299 -4.1364 -1.9870
H -5.6357 2.4623 -0.1615
H 4.6603 -5.0721 -1.6819
H -2.0069 -2.5073 -1.1055
C 1.9479 1.4076 2.2572
C 0.4634 1.2796 1.8882
H -2.4984 -2.0715 0.5260
S 3.2858 -2.5530 -0.5974
C 0.3488 2.5981 -0.3305
H 4.7383 -3.8718 -2.9700
C 3.8402 -1.3368 0.4810
H -1.7804 0.6653 1.0029
H -4.4362 -2.7662 -1.7550
*
```

=====

It is a that is the least stable of them.

=====

a | ORCA calculation (the ωB97M-V functional and the def2-TZVPD basis) on a 2-piece molecular cluster, C6H7N3O overall.

The gap between HOMO and LUMO is 9.55 eV.

ORCA input file:
```
! RIJCOSX wB97M-V def2-TZVPD def2/J DEFGRID3
* xyz 0 1
C 0.7803 -1.1809 1.2299
H 0.3521 -2.3515 -2.5140
H 1.0247 -1.8380 2.0669
C 0.6513 -0.8408 -1.0326
H -1.0254 2.4841 0.5875
H -2.5035 2.5084 1.1733
C 0.1357 0.4477 -0.7863
H -0.4256 0.9738 -1.5620
C 0.8308 -1.3671 -2.4213
H 0.4022 -0.6894 -3.1684
N -1.3001 0.4748 3.5026
C 0.2426 0.0895 1.4575
O -1.7041 3.0676 0.9769
C -0.4747 0.3872 2.6872
N 1.0183 -1.6104 -0.0059
N 0.0935 0.9463 0.4396
H 1.9019 -1.5013 -2.6309
*
```

=====

b | ORCA calculation (the ωB97M-V functional and the def2-TZVPD basis) on one molecule with the formula C6H7N3O.

The gap between HOMO and LUMO is 10.37 eV.

ORCA input file:
```
! RIJCOSX wB97M-V def2-TZVPD def2/J DEFGRID3
* xyz 0 1
C -2.3781 0.8629 0.1224
H -3.3435 0.9653 -0.5214
N -0.1272 0.6085 1.6417
C 1.1848 -1.1973 -0.9412
C -2.4353 1.1740 1.5052
H 2.3460 -0.7132 -2.6814
H -3.3194 1.3378 2.1657
H 3.5399 -1.1014 -1.3368
C -0.1576 0.4406 0.3600
N 1.0473 0.0182 -0.3012
H -0.9902 1.0521 3.3489
O 0.3447 -2.0425 -0.7809
C 2.3969 -1.3312 -1.8066
C -1.2734 0.9549 2.2244
H 2.4993 -2.2647 -1.9174
H 1.8833 0.7157 -0.6028
N -1.2175 0.5204 -0.4786
*
```

=====

c | ORCA calculation (the ωB97M-V functional and the def2-TZVPD basis) on one molecule with the formula C6H7N3O.

The gap between HOMO and LUMO is 9.82 eV.

ORCA input file:
```
! RIJCOSX wB97M-V def2-TZVPD def2/J DEFGRID3
* xyz 0 1
H -1.0832 -0.7271 3.2814
O 0.9697 0.0436 -2.3046
C -1.8775 -1.5204 1.7437
C -0.9203 -0.8197 2.3849
C 1.3125 0.8822 -1.4558
C -1.0347 -0.6046 -0.3671
C -0.0911 0.0401 0.4858
N 2.1528 1.8447 -1.8056
C -1.9567 -1.4202 0.3961
N 0.8842 0.9062 -0.1171
N -0.1129 0.0698 1.7981
H -1.0560 -0.5599 -1.5062
H -2.4639 -2.0734 2.2594
H 0.9934 1.7787 0.2322
H -2.7537 -2.0156 -0.2069
H 2.6545 2.0273 -2.7751
H 2.8888 2.1315 -1.1029
*
```

=====

It is b that is the least stable of them.